A molecular structure, C37H49F4N8PTi, computed with ωB97M-V with the def2-TZVPD basis set.

Structure (XYZ):
```
100
Properties=species:S:1:pos:R:3:forces:R:3
H -5.50816 -0.27187 -3.16243 -0.039 -0.012 -0.038
C -1.12290 -5.00512 4.19250 0.011 -0.019 0.049
H 1.76068 -6.56527 -0.86461 -0.027 0.004 -0.008
H 0.16928 -6.41667 3.17637 -0.003 -0.018 0.001
H 4.12655 -6.39487 -1.67185 -0.021 0.004 -0.002
C -0.36506 2.68018 -1.64987 -0.031 -0.015 -0.052
H -3.94168 -0.49964 -5.03678 -0.057 -0.005 -0.020
Ti -0.02669 -0.29894 -0.24816 0.428 -0.811 -0.256
H -0.75740 -6.19138 0.95082 -0.013 0.015 0.021
H 3.58859 -3.30223 0.43083 0.020 0.037 -0.043
H -1.57204 -0.63719 -5.87431 -0.044 -0.001 -0.040
C 1.94142 -0.80511 3.60039 0.078 0.023 -0.100
H 2.85230 -7.33444 0.29127 -0.012 -0.008 0.013
H 1.60935 -0.48044 -2.97200 -0.024 0.000 -0.052
C 0.55788 -0.44845 -3.23885 -0.003 -0.007 -0.308
H 0.89108 -0.66622 -5.30593 0.022 0.001 -0.001
H -1.88859 -6.34243 -2.80150 0.000 0.002 0.018
C -4.82833 0.02192 -0.55251 0.584 -0.056 -0.319
H -0.45420 2.48960 1.68123 -0.014 0.018 -0.012
H -2.96352 -4.29487 3.31684 -0.017 -0.016 -0.020
H -0.66271 3.94846 0.68119 -0.013 -0.037 0.011
C 3.77184 -0.35247 1.58002 -0.068 -0.079 0.119
H -2.47322 -5.18891 -0.53160 0.009 0.055 0.015
H -1.38113 2.32408 -1.81986 0.007 0.007 -0.025
H 2.89602 -5.25280 1.64315 -0.030 -0.016 -0.005
H -0.34766 3.77733 -1.71505 -0.014 -0.034 -0.012
H 2.47611 -2.51348 -0.67899 0.001 -0.082 -0.056
C -1.87581 -5.37724 -3.31543 -0.007 -0.017 -0.037
H -0.51976 -2.90116 -2.59113 -0.033 0.090 -0.086
C -0.87035 -6.08784 3.12654 0.013 -0.033 -0.026
C 1.53718 -0.35160 2.36537 0.111 -0.040 0.095
C -1.18833 -5.55744 1.72784 -0.093 -0.044 -0.080
C -0.10087 -3.88202 -2.36365 0.211 0.038 0.018
C -1.69948 -0.32620 -2.47358 -0.027 0.100 0.294
C -3.57467 -0.41096 -4.02190 -0.721 0.046 0.388
H -5.89892 0.03662 -0.69808 -0.071 0.002 -0.014
H -1.98580 -2.54864 1.92442 0.001 -0.018 0.051
N 0.08096 -2.06421 0.19172 0.072 0.336 0.013
H 0.27256 -5.71764 -3.43810 -0.012 0.001 0.018
C -2.15249 -0.42738 -3.82413 0.645 -0.313 -0.583
C 2.38177 1.41913 -0.57841 0.072 0.179 0.090
H -0.17180 -4.57168 4.51118 0.014 0.029 -0.012
H -2.33584 -5.53567 -4.29182 0.013 0.003 -0.004
H -0.29377 -4.37526 -4.42521 0.002 -0.002 -0.022
C -2.57088 -0.16624 -1.42142 0.421 -0.039 -0.014
H -1.48562 -6.97108 3.31280 -0.035 0.011 -0.012
F 4.69061 -0.18903 0.61314 -0.053 -0.003 0.014
F 0.21891 -0.04208 2.15230 0.114 0.019 0.098
N -0.31182 -0.31701 -2.18034 -0.224 0.144 0.379
C -4.44004 -0.28579 -2.98553 0.237 -0.061 -0.613
C 3.38552 -4.37606 -1.41542 0.011 0.024 -0.058
C -4.26250 0.17945 0.74839 -0.173 0.020 0.049
C 1.50672 2.58527 -0.12676 0.047 0.018 0.058
C 2.41764 -0.13606 1.29872 0.003 0.050 0.021
H 4.58623 -5.64177 -0.15410 0.015 0.005 0.005
C 2.80308 -3.49054 -0.31574 0.056 0.237 0.112
H 2.30854 1.28334 -1.66215 0.009 0.066 0.035
H -2.63602 -3.38602 -2.96569 -0.006 0.010 0.006
C 3.76334 -5.74915 -0.86964 0.056 -0.015 -0.015
C -2.10938 -4.31333 -1.07481 -0.157 0.056 0.188
H 3.43289 1.61943 -0.34761 -0.085 -0.006 -0.051
H -2.46139 0.27842 1.88196 -0.022 0.006 0.016
N -2.03021 0.01106 -0.13240 -0.558 0.138 -0.101
H -2.27325 -5.57950 1.56922 0.029 -0.037 0.021
H 1.66694 2.73709 0.94524 0.022 -0.023 -0.060
C -1.99788 -3.89267 3.63187 -0.037 0.064 0.022
C 2.07863 -5.42531 0.92725 -0.040 -0.030 0.156
F 1.02746 -0.99889 4.56306 0.016 -0.001 0.007
C 3.28317 -1.03746 3.85278 -0.113 0.025 -0.079
N -0.69464 -4.19461 1.56627 -0.080 -0.190 -0.129
H 4.25190 -3.88118 -1.85897 0.031 0.019 0.021
H 3.61986 -1.39599 4.81227 0.011 -0.011 0.051
C 2.57207 -6.37717 -0.15467 0.006 -0.029 0.026
C -3.98560 -0.14480 -1.62670 -0.569 0.030 0.452
H -2.21378 -3.14090 4.39284 0.016 -0.007 0.013
H -0.49793 -2.56815 2.86708 -0.037 0.028 0.005
H 0.27108 2.26389 -2.42896 0.006 0.024 -0.012
C -0.42822 -4.87940 -3.46529 0.023 0.024 -0.057
C 0.14623 -0.56100 -4.52939 0.582 0.022 0.372
H -2.48375 -3.41560 -0.56364 0.013 0.006 -0.026
C -0.74997 2.85256 0.69573 -0.018 0.043 0.032
H -3.72649 -4.64747 -2.43268 0.022 -0.013 0.002
F 5.48670 -1.01493 3.02986 -0.033 -0.002 0.008
N 0.09187 2.23801 -0.33094 -0.006 -0.079 0.201
H 2.65219 -4.51136 -2.21393 0.061 0.010 -0.015
H -4.89162 0.30402 1.61802 -0.017 -0.006 0.000
C 4.17901 -0.79368 2.82832 -0.031 0.036 -0.104
C -2.67171 -4.37144 -2.49400 -0.050 -0.013 0.014
C -1.29468 -3.20091 2.47003 0.009 0.155 0.096
P 0.11958 -3.62382 0.24474 -0.051 0.567 0.120
H -1.57953 -5.44136 5.08206 0.014 -0.005 0.000
C -2.91340 0.17023 0.90213 0.372 -0.004 -0.328
C -1.23880 -0.55260 -4.84996 -0.776 0.095 0.509
N 1.69637 -4.12985 0.38694 -0.155 -0.208 -0.320
H 1.75536 3.52535 -0.63778 0.019 -0.036 0.011
N -0.62973 -4.34994 -1.07560 0.198 -0.238 0.092
H -1.78901 2.57791 0.52066 0.004 0.042 -0.001
N 1.88547 0.22539 0.08599 0.031 -0.183 -0.125
H 1.25370 -5.83960 1.49958 0.034 -0.039 -0.077
H 0.97407 -3.72828 -2.28286 -0.080 -0.019 0.005
```
Forces are in eV/Å.

Results
- Kohn-Sham gap (spin up / spin down): 0.188 / 0.188 hartree
- Spin multiplicity: 1
- HOMO energy (spin up / spin down): -4.83 / -4.83 eV

=====

A molecular structure, C37H50IrN2O4PS2, computed with ωB97M-V with the def2-TZVPD basis set.

Structure (XYZ):
```
97
Properties=species:S:1:pos:R:3:forces:R:3
H 14.02191 10.99772 17.52595 0.025 -0.750 0.268
H 11.21822 16.10260 12.51588 -0.052 -0.161 0.193
C 10.62725 8.51540 11.49706 -0.034 -1.034 -0.388
C 10.25462 15.91214 17.94790 1.666 -2.227 -0.863
C 13.33978 13.19986 9.47898 -0.106 -0.352 0.305
H 10.52966 7.97649 10.55182 0.310 -0.256 0.044
H 14.39031 13.11955 9.79086 -0.571 -0.202 -0.104
H 7.98418 18.25406 17.05459 0.294 -0.274 -0.387
H 8.40709 12.85783 17.38442 0.602 -0.248 0.211
C 6.06788 11.12640 17.95625 0.219 0.459 0.476
H 8.71807 10.85845 12.53887 0.402 -0.244 -0.204
H 14.73402 9.74117 16.54177 0.694 -0.266 -0.021
H 8.62838 8.65417 14.19041 0.090 -0.317 0.129
C 8.39172 16.31940 12.76639 0.071 -1.022 -1.620
C 9.81683 10.68022 12.48588 -1.503 1.621 0.014
H 9.04491 18.98082 14.78563 0.002 -0.287 0.006
H 7.82066 10.49076 19.17382 0.061 -0.656 -0.139
C 7.10075 11.42322 15.57864 0.716 1.866 -0.580
C 9.37836 16.97678 18.00544 -1.053 0.930 0.935
H 9.56935 11.62939 18.02612 0.230 0.306 0.241
C 10.70038 13.62749 8.70992 0.828 -0.371 0.060
H 8.41532 10.01784 16.39050 0.031 -0.408 0.541
H 11.39321 14.70102 5.98957 0.018 0.036 0.256
H 10.50147 13.16710 6.07649 -0.287 0.151 -0.430
H 7.34491 12.09034 19.34271 0.344 0.652 0.189
H 13.43143 7.93403 17.50376 0.124 0.627 0.363
C 8.62596 17.63753 13.19281 -0.359 0.237 -1.462
O 12.85402 11.93827 12.56451 0.385 1.794 -0.763
C 7.49738 11.33762 18.58650 -0.817 0.100 -0.393
H 8.58913 16.47527 10.53532 0.289 -0.138 0.011
H 10.23746 6.72479 12.62023 0.095 0.277 0.612
H 6.11124 12.98442 16.78148 -0.265 -1.440 -0.078
C 13.82139 10.01944 17.03084 -0.125 1.179 1.125
O 14.10071 14.09697 12.16450 0.096 0.224 0.398
C 10.23433 9.98037 13.76164 1.375 -0.335 0.522
N 10.22593 15.28484 14.29076 -0.005 -0.190 -1.767
H 11.02331 8.25571 16.65448 0.275 0.441 0.010
H 7.28956 12.26550 14.84645 -0.528 -0.676 0.773
H 11.33722 9.93181 13.62745 -0.280 -0.066 0.520
H 13.71427 12.74698 7.42588 0.263 0.439 -0.384
C 8.65257 15.17390 13.77312 1.038 3.161 1.189
H 7.90291 14.93736 11.22356 0.152 -0.536 -0.473
H 11.69062 8.47504 11.78292 -0.291 0.091 -0.074
C 13.36701 8.92776 18.01156 -0.393 -0.443 0.877
H 9.34569 10.01629 10.54087 -0.145 -0.467 -0.179
H 14.05605 8.91749 18.89626 -0.517 -0.142 -0.776
H 8.57356 18.44867 12.38848 0.005 -1.093 1.356
H 6.75387 10.59614 14.97628 -0.027 -0.448 -0.050
C 9.80106 7.72746 12.56268 -0.853 1.276 -0.621
H 9.15742 17.36147 19.02381 0.038 -0.038 -0.912
H 6.94841 16.39330 11.15161 -0.009 0.014 -0.055
C 7.96207 16.00722 11.28853 -0.091 0.556 2.336
H 9.86178 9.22250 17.61726 2.010 0.092 -0.629
C 12.84560 10.35043 15.95286 -0.804 0.202 -1.924
C 10.11116 15.95400 15.50014 1.638 -0.166 2.361
H 8.76587 7.53437 12.18515 0.706 0.330 0.101
C 11.86670 9.04083 18.50972 0.963 -0.631 -1.761
H 4.99332 11.72406 16.15940 0.212 0.028 -0.001
H 9.69843 13.64255 8.32953 -0.541 0.511 0.166
Ir 10.45065 13.14057 14.48823 -0.441 3.008 1.716
H 13.13318 11.26347 15.37620 -0.027 -0.533 0.504
C 9.68417 8.55972 13.91479 -0.136 -0.516 -1.353
C 11.41033 15.41512 13.35602 -0.968 -0.273 -0.288
N 11.58402 14.01861 12.99217 1.511 -0.875 -1.635
C 5.97865 11.85974 16.61822 1.198 1.005 -0.565
H 5.27876 11.56277 18.63736 0.849 -0.607 -0.567
C 12.99059 13.12027 8.12715 -0.008 0.143 1.455
H 11.45426 11.27417 17.28239 -0.084 -0.033 -0.436
O 8.03635 15.75322 15.06288 -0.069 -0.296 -0.167
S 11.56330 13.85317 16.40695 -0.893 -0.279 0.138
H 11.54699 8.13193 19.01793 0.332 0.059 0.399
C 12.34952 13.37950 10.45244 -1.097 0.816 -1.114
P 10.13562 11.08236 15.27418 0.208 -0.293 -0.584
C 11.70039 13.44002 7.74778 0.473 0.399 0.318
C 10.20647 9.93758 11.20080 -0.335 0.750 0.614
S 12.87956 13.34820 12.12202 -2.400 -1.345 2.098
C 8.59509 11.78649 17.58766 -0.909 0.631 -0.035
C 8.73092 17.46787 16.90882 -0.423 -0.530 0.373
C 10.61095 15.36994 16.66569 -0.199 0.691 -0.523
H 12.88884 9.54440 15.20539 -0.312 0.037 0.022
C 10.98326 9.16687 17.27456 -1.776 1.216 -0.063
H 11.68595 9.90575 19.11457 0.116 0.472 0.656
O 8.46582 13.93596 13.57101 -0.337 -1.030 -0.277
H 10.97947 10.52284 10.68816 0.196 -0.418 0.176
H 10.23050 11.72038 12.40762 -0.126 -0.878 0.359
C 8.49040 11.09313 16.24129 -0.646 -1.682 -0.413
H 10.61026 15.38714 18.85713 -0.210 0.578 -0.677
C 8.87751 17.94380 14.49308 0.626 0.577 0.178
H 5.85397 10.05594 17.85411 -0.022 0.161 -0.158
C 11.43957 13.66135 6.31102 0.478 -1.619 -1.438
C 10.98778 13.61042 10.06933 0.926 -0.761 -0.252
C 8.97060 16.87923 15.55289 -0.905 -0.097 -1.134
H 12.25426 15.73261 13.92426 0.606 0.651 0.558
H 12.24396 13.13484 5.69996 -0.991 0.781 0.618
H 10.22435 7.99249 14.65561 0.031 0.114 0.593
C 11.42852 10.51100 16.48449 -1.369 -1.756 1.147
H 10.15178 13.69659 10.76306 0.518 0.021 0.205
```
Forces are in eV/Å.

Results
- Kohn-Sham gap (spin up / spin down): 0.254 / 0.249 hartree
- Spin multiplicity: 5
- HOMO energy (spin up / spin down): -7.21 / -7.79 eV

=====

no.,strongest force on any atom (eV/Å)
1,0.95
2,3.53